(1)
ORCA calculation (ωB97M-V/def2-TZVPD) on the molecule C3HCl2NOS at a distorted geometry.

frontier orbital gap	9.0	eV
E_HOMO	-9.942	eV
E_LUMO	-0.036	Ha

XYZ file:
```
9
C3HCl2NOS | OMol25 | ωB97M-V/def2-TZVPD
C -0.64 -0.96 0.45
C -0.78 0.05 -0.54
C 0.40 0.67 -0.68
N 0.42 -1.03 1.12
O 1.98 1.12 1.49
S 1.64 0.05 0.60
Cl -2.23 -0.07 -1.43
Cl 0.63 1.90 -1.77
H -1.40 -1.73 0.74
```

(2)
ORCA calculation (ωB97M-V/def2-TZVPD) on a cluster of 2 separate species, C3HCl2NOS in total at a distorted geometry.

frontier orbital gap (alpha / beta)	6.7 / 8.6	eV
E_HOMO (alpha / beta)	-6.282 / -10.464	eV
E_LUMO (alpha / beta)	0.014 / -0.068	Ha
multiplicity	3

XYZ file:
```
9
C3HCl2NOS | OMol25 | ωB97M-V/def2-TZVPD
C 0.82 1.40 -1.79
C 2.22 -1.30 -3.07
C -0.07 -0.22 -0.11
N 0.22 0.57 -1.05
O 2.21 -0.17 -3.25
S 2.22 -2.84 -2.77
Cl 0.08 2.24 -3.03
Cl -0.09 -1.91 -0.45
H -0.22 -0.07 0.99
```

(3)
ORCA calculation (ωB97M-V/def2-TZVPD) on a cluster of 2 separate species, C3HCl3N2O in total at a distorted geometry.

frontier orbital gap	9.7	eV
E_HOMO	-10.126	eV
E_LUMO	-0.014	Ha
SMILES string	[O-][N+]#CC(Cl)(Cl)Cl.C#N

XYZ file:
```
10
C3HCl3N2O | OMol25 | ωB97M-V/def2-TZVPD
O 0.61 0.03 -2.21
N 1.53 0.09 -1.43
C 2.32 -0.07 -0.60
C 3.65 0.17 -0.12
Cl 4.48 1.81 -0.51
Cl 3.89 -0.03 1.65
Cl 4.60 -1.21 -0.79
C 1.17 -0.95 2.44
N 1.11 -1.08 1.30
H 1.18 -0.97 3.58
```

(4)
ORCA calculation (ωB97M-V/def2-TZVPD) on a cluster of 2 separate species, C3HCl3O2 in total at a distorted geometry.

frontier orbital gap (alpha / beta)	8.0 / 8.0	eV
E_HOMO (alpha / beta)	-8.735 / -8.735	eV
E_LUMO (alpha / beta)	-0.028 / -0.028	Ha

XYZ file:
```
9
C3HCl3O2 | OMol25 | ωB97M-V/def2-TZVPD
C -1.37 -0.03 0.83
C 0.42 0.45 1.16
C 1.12 -0.05 -0.89
O -0.32 -0.75 1.07
O -0.82 1.17 0.91
Cl 1.65 -1.67 -0.68
Cl -0.48 0.05 -1.69
Cl 2.33 1.05 -1.56
H -2.53 -0.22 0.84
```

(5)
ORCA calculation (ωB97M-V/def2-TZVPD) on the molecule C3HCl4N at a distorted geometry.

frontier orbital gap	11.8	eV
E_HOMO	-11.518	eV
E_LUMO	0.009	Ha
SMILES string	N#CC(Cl)(Cl)C(Cl)Cl

XYZ file:
```
9
C3HCl4N | OMol25 | ωB97M-V/def2-TZVPD
N 1.52 -1.75 1.97
C 1.70 -1.04 1.10
C 1.81 -0.07 0.08
Cl 3.13 0.96 0.44
Cl 1.85 -0.89 -1.44
C 0.38 0.81 -0.02
Cl 0.79 2.41 -0.75
Cl -0.44 0.83 1.56
H -0.11 0.22 -0.67
```

(6)
ORCA calculation (ωB97M-V/def2-TZVPD) on the molecule C3HClF3NO2 at a distorted geometry.

frontier orbital gap (alpha / beta)	8.4 / 8.4	eV
E_HOMO (alpha / beta)	-10.500 / -10.493	eV
E_LUMO (alpha / beta)	-0.077 / -0.077	Ha
SMILES string	O=[N+]([O-])/C(Cl)=C/C(F)(F)F

XYZ file:
```
11
C3HClF3NO2 | OMol25 | ωB97M-V/def2-TZVPD
O 2.11 1.10 0.93
N 1.68 0.00 1.25
O 2.05 -0.59 2.26
C 0.59 -0.58 0.55
Cl 0.30 -2.19 0.92
C -0.11 0.41 -0.46
C -1.47 0.17 -1.11
F -2.39 0.15 -0.19
F -1.75 1.11 -2.02
F -1.51 -1.00 -1.72
H 0.50 1.42 -0.42
```

(7)
ORCA calculation (ωB97M-V/def2-TZVPD) on the molecule C3HClFN at a distorted geometry.

frontier orbital gap	10.7	eV
E_HOMO	-10.556	eV
E_LUMO	0.007	Ha
SMILES string	N#C/C(Cl)=C/F

XYZ file:
```
7
C3HClFN | OMol25 | ωB97M-V/def2-TZVPD
N -2.29 -0.23 -0.84
C -1.30 -0.07 -0.29
C -0.02 -0.29 0.26
Cl 0.18 -1.85 1.02
C 0.88 0.56 -0.04
F 2.05 0.50 0.52
H 0.50 1.38 -0.63
```

(8)
ORCA calculation (ωB97M-V/def2-TZVPD) on the molecule C3HClS3 at a distorted geometry.

frontier orbital gap (alpha / beta)	4.3 / 4.4	eV
E_HOMO (alpha / beta)	-7.385 / -7.419	eV
E_LUMO (alpha / beta)	-0.112 / -0.111	Ha

XYZ file:
```
8
C3HClS3 | OMol25 | ωB97M-V/def2-TZVPD
C 0.25 -0.34 -0.81
C 1.40 -0.07 -0.35
C -1.01 0.09 -0.29
S -2.50 0.08 -1.16
S 0.18 -0.11 2.55
S -1.23 0.70 1.39
Cl 2.74 0.63 0.31
H 0.17 -0.99 -1.64
```

Number 1: E_tot -42542.336 eV. Number 2: E_tot -42540.113 eV. Number 3: E_tot -45717.179 eV. Number 4: E_tot -44783.246 eV. Number 5: E_tot -54705.547 eV. Number 6: E_tot -29382.082 eV. Number 7: E_tot -19855.263 eV. Number 8: E_tot -48149.720 eV.